Below is 2 unconnected molecules or ions with the total composition C3H11N2S in a non-equilibrium geometry, with properties calculated with wB97M-V/def2-TZVPD.

Calculated values
Total charge: +1
Largest force on an atom (eV/A): 1.6
LUMO level (Eh): -0.1434
Energy above the lowest of the compared OMol25 structures with the same formula, charge and spin (kcal per mole): 20.84
HOMO-LUMO gap (eV): 8.5

Positions of all 17 atoms, in Å:
1 C -0.201 -0.724 -2.152
2 S 0.424 0.635 -1.116
3 C 1.934 1.111 -2.008
4 H 0.550 -1.479 -2.392
5 H -0.952 -1.277 -1.577
6 H -0.676 -0.336 -3.048
7 H 1.690 1.695 -2.889
8 H 2.507 0.213 -2.232
9 H 2.407 1.654 -1.194
10 N -1.356 0.141 3.366
11 C -0.988 0.235 2.090
12 N -0.463 -0.740 1.429
13 H -1.645 -0.764 3.717
14 H -1.281 0.795 4.129
15 H -1.286 1.152 1.593
16 H -0.262 -0.668 0.406
17 H -0.402 -1.643 1.878

Cartesian forces, eV/Å:
-0.339 -0.207 0.247
-0.180 -0.411 -1.011
-0.481 -0.445 0.983
0.236 0.386 -0.050
-0.142 0.247 -0.094
0.054 -0.072 -0.081
0.167 0.102 0.106
0.042 0.143 -0.095
0.562 0.420 -0.582
-0.349 -1.513 0.459
-0.608 0.895 0.685
-0.741 -0.640 -0.517
0.560 -0.151 -0.022
-0.235 0.874 -0.736
0.979 0.263 -0.246
0.096 0.207 0.972
0.380 -0.096 -0.019

Let us look at the natural (NBO) charges, expressed in e, one per atom: C -0.744; S 0.118; C -0.701; H 0.232; H 0.213; H 0.240; H 0.239; H 0.231; H 0.237; N -0.766; C 0.413; N -0.676; H 0.413; H 0.449; H 0.238; H 0.445; H 0.419


Below is 2 unconnected molecules or ions with the total composition C3H11N2S in a non-equilibrium geometry, with properties calculated with wB97M-V/def2-TZVPD.

Calculated values
Total charge: +2
Largest force on an atom (eV/A): 5.1
LUMO level (alpha / beta) (Eh): -0.2810 / -0.4436
Energy above the lowest of the compared OMol25 structures with the same formula, charge and spin (kcal per mole): 26.18
Spin multiplicity: 2
⟨S²⟩: 0.75
HOMO-LUMO gap (alpha / beta) (eV): 11.7 / 7.3

Positions of all 17 atoms, in Å:
1 C 1.797 1.152 -2.202
2 S 0.511 1.295 -0.797
3 C 1.671 1.249 0.658
4 H 2.784 1.645 -1.870
5 H 2.001 0.102 -2.420
6 H 1.110 1.658 -2.947
7 H 1.144 1.656 1.549
8 H 2.537 1.911 0.404
9 H 2.111 0.262 0.877
10 N -1.155 -2.777 0.980
11 C -2.052 -1.769 1.060
12 N -1.738 -0.548 1.191
13 H -0.225 -2.778 0.673
14 H -1.562 -3.698 1.178
15 H -3.018 -1.972 0.751
16 H -2.512 0.086 1.244
17 H -0.796 -0.109 1.011

Cartesian forces, eV/Å:
-1.039 1.391 0.853
3.035 -0.490 0.289
-0.194 1.065 0.053
-1.817 -0.348 -0.660
-0.375 -0.070 -0.046
1.691 -0.528 0.106
0.311 -0.323 -0.627
-0.772 -0.354 0.141
-0.447 0.019 -0.388
-3.650 -0.174 0.814
3.945 -2.944 -1.145
1.524 3.281 -0.462
1.492 0.506 0.072
0.371 0.351 -0.614
-2.388 -0.807 0.763
-0.188 0.599 -0.123
-1.499 -1.173 0.974

Let us look at the natural (NBO) charges, expressed in e, one per atom: C -0.702; S 0.767; C -0.806; H 0.296; H 0.289; H 0.286; H 0.280; H 0.301; H 0.293; N -0.727; C 0.416; N -0.675; H 0.430; H 0.450; H 0.247; H 0.445; H 0.412


Below is 2 unconnected molecules or ions with the total composition C3H11N2S in a non-equilibrium geometry, with properties calculated with wB97M-V/def2-TZVPD.

Calculated values
Total charge: +2
Largest force on an atom (eV/A): 5.8
LUMO level (alpha / beta) (Eh): -0.2610 / -0.4499
Energy above the lowest of the compared OMol25 structures with the same formula, charge and spin (kcal per mole): 31.49
Spin multiplicity: 2
⟨S²⟩: 0.75
HOMO-LUMO gap (alpha / beta) (eV): 12.1 / 6.9

Positions of all 17 atoms, in Å:
1 C -1.283 -0.870 3.615
2 C -1.348 -0.805 1.979
3 S -0.686 0.589 1.171
4 H -1.543 0.160 4.195
5 H -0.343 -1.262 3.943
6 H -2.119 -1.562 3.836
7 H -0.875 -1.665 1.618
8 H -2.460 -0.839 1.857
9 H -0.361 1.457 2.156
10 N 1.231 1.152 -2.162
11 C 1.771 0.245 -3.048
12 N 1.237 -0.905 -3.245
13 H 0.399 1.012 -1.476
14 H 1.576 2.089 -2.025
15 H 2.653 0.633 -3.427
16 H 1.536 -1.439 -3.977
17 H 0.404 -1.158 -2.855

Cartesian forces, eV/Å:
-1.712 2.202 -0.329
-1.293 1.315 4.021
0.104 0.063 -0.275
0.698 -2.347 -1.706
0.493 -0.178 0.189
0.687 0.261 0.215
0.506 -1.396 -1.162
0.593 0.149 -0.812
-0.246 -0.095 0.282
-1.482 -1.651 0.791
-2.828 3.062 3.963
1.511 1.630 0.157
1.925 -0.316 -2.298
0.728 -0.055 -0.522
1.651 -0.020 -1.541
1.231 -1.942 -2.228
-2.568 -0.682 1.257

Let us look at the natural (NBO) charges, expressed in e, one per atom: C -0.591; C -0.670; S 0.677; H 0.256; H 0.249; H 0.261; H 0.291; H 0.344; H 0.186; N -0.746; C 0.426; N -0.645; H 0.410; H 0.444; H 0.253; H 0.440; H 0.415


Below is 2 unconnected molecules or ions with the total composition C3H11N3 in a non-equilibrium geometry, with properties calculated with wB97M-V/def2-TZVPD.

Calculated values
Total charge: -1
Largest force on an atom (eV/A): 1.9
LUMO level (alpha / beta) (Eh): 0.1124 / 0.1086
Energy above the lowest of the compared OMol25 structures with the same formula, charge and spin (kcal per mole): 30.13
Spin multiplicity: 2
⟨S²⟩: 0.75
HOMO-LUMO gap (alpha / beta) (eV): 1.6 / 8.0

Positions of all 17 atoms, in Å:
1 C 1.926 -2.919 -1.891
2 N 1.959 -1.945 -0.821
3 C 2.149 -2.312 0.548
4 H 1.505 -2.454 -2.768
5 H 1.266 -3.749 -1.626
6 H 2.904 -3.393 -2.111
7 H 2.498 -1.127 -1.064
8 H 2.727 -3.213 0.790
9 H 2.820 -1.597 1.043
10 H 1.262 -2.205 1.191
11 N -2.047 3.832 1.482
12 C -3.134 3.726 0.612
13 N -3.504 2.632 0.095
14 H -2.244 4.550 2.197
15 H -1.975 2.934 1.953
16 H -3.625 4.701 0.511
17 H -4.488 2.537 -0.142

Cartesian forces, eV/Å:
0.225 -0.576 0.859
-0.062 0.373 -0.476
0.872 0.746 1.473
0.055 0.117 -0.451
-0.101 0.125 0.078
-0.147 0.259 -0.113
-0.106 -0.214 -0.042
-0.558 -0.547 -0.532
-0.048 0.377 -0.337
-0.142 -0.652 -0.455
-0.453 -0.416 -0.301
-0.318 0.645 0.783
0.403 -1.077 0.723
0.160 0.199 -0.300
0.425 -0.030 -0.052
-0.245 -0.216 -0.061
0.038 0.887 -0.796

Let us look at the natural (NBO) charges, expressed in e, one per atom: C -0.427; N -0.650; C -0.476; H 0.198; H 0.187; H 0.150; H 0.360; H 0.171; H 0.190; H 0.187; N -0.945; C -0.142; N -0.801; H 0.250; H 0.353; H 0.074; H 0.323


Below is a molecular structure, C3H11N3 in a non-equilibrium geometry, with properties calculated with wB97M-V/def2-TZVPD.

Calculated values
Total charge: 0
Largest force on an atom (eV/A): 2.8
LUMO level (Eh): 0.0269
Energy above the lowest of the compared OMol25 structures with the same formula, charge and spin (kcal per mole): 91.76
HOMO-LUMO gap (eV): 7.7

Positions of all 17 atoms, in Å:
1 C -0.129 0.975 0.684
2 C 0.799 1.641 1.657
3 N -0.264 1.317 -0.566
4 N -0.937 0.001 1.157
5 H 1.033 -1.182 -0.605
6 H -0.889 -0.245 2.130
7 H -1.401 -0.564 0.457
8 H 0.416 1.985 -0.902
9 H -0.341 0.194 -1.389
10 H 1.583 2.191 1.134
11 H 1.280 0.894 2.288
12 H 0.239 2.328 2.289
13 C -0.787 -2.077 -2.104
14 N -0.185 -1.016 -1.849
15 H 1.555 -1.033 0.057
16 H -1.126 -2.829 -1.366
17 H -0.846 -2.581 -3.072

Cartesian forces, eV/Å:
-0.612 0.150 -0.446
0.076 -0.022 -0.105
0.428 -0.911 -0.256
0.451 0.626 -0.235
1.533 0.449 2.119
-0.040 -0.338 -0.232
-0.021 -0.083 0.358
0.021 0.081 0.223
0.505 -1.428 0.353
-0.181 -0.023 0.023
-0.049 0.004 0.025
0.004 0.039 0.037
0.830 -0.923 0.432
-1.587 2.237 -0.585
-1.003 -0.481 -1.588
-0.435 0.256 0.663
0.080 0.368 -0.784

Let us look at the natural (NBO) charges, expressed in e, one per atom: C 0.543; C -0.689; N -0.770; N -0.783; H 0.075; H 0.400; H 0.430; H 0.374; H 0.458; H 0.237; H 0.236; H 0.241; C -0.007; N -0.818; H -0.113; H 0.079; H 0.106


Below is a single C3H11N3 molecule in a non-equilibrium geometry, with properties calculated with wB97M-V/def2-TZVPD.

Calculated values
Total charge: 0
Largest force on an atom (eV/A): 1.9
LUMO level (Eh): 0.0431
Energy above the lowest of the compared OMol25 structures with the same formula, charge and spin (kcal per mole): 42.27
HOMO-LUMO gap (eV): 8.9
SMILES string: CN[C@H](C)NN

Positions of all 17 atoms, in Å:
1 C 1.146 -1.507 0.465
2 N 0.489 -0.901 -0.679
3 C 0.038 0.468 -0.550
4 C 1.098 1.426 -0.025
5 N -1.156 0.549 0.316
6 N -2.359 -0.098 -0.189
7 H 1.373 -2.542 0.214
8 H 2.082 -0.990 0.676
9 H 0.533 -1.517 1.380
10 H -0.433 -1.393 -0.841
11 H -0.292 0.790 -1.549
12 H 0.741 2.448 -0.112
13 H 1.326 1.231 1.021
14 H 2.006 1.302 -0.609
15 H -0.966 0.208 1.256
16 H -2.502 0.244 -1.140
17 H -3.125 0.281 0.366

Cartesian forces, eV/Å:
-0.200 0.083 0.110
-1.268 -0.955 -1.007
-0.942 -0.249 0.821
-0.276 -0.224 -0.213
0.007 1.771 0.322
0.443 -0.567 -0.038
0.067 0.016 0.055
0.000 -0.071 0.003
0.110 0.037 0.033
1.594 0.214 0.086
0.082 -0.011 0.171
0.015 0.029 0.001
0.018 -0.028 0.113
0.132 0.040 -0.020
-0.035 -0.237 -0.452
0.047 0.131 0.263
0.207 0.021 -0.249

Let us look at the natural (NBO) charges, expressed in e, one per atom: C -0.422; N -0.639; C 0.100; C -0.623; N -0.516; N -0.694; H 0.207; H 0.194; H 0.156; H 0.363; H 0.178; H 0.225; H 0.205; H 0.219; H 0.345; H 0.345; H 0.357


Below is a molecular structure, C3H11N3 in a non-equilibrium geometry, with properties calculated with wB97M-V/def2-TZVPD.

Calculated values
Total charge: 0
Largest force on an atom (eV/A): 4.4
LUMO level (Eh): 0.0366
Energy above the lowest of the compared OMol25 structures with the same formula, charge and spin (kcal per mole): 107.32
HOMO-LUMO gap (eV): 9.0

Positions of all 17 atoms, in Å:
1 C -1.064 -0.131 -1.033
2 N -0.840 -0.383 0.367
3 C 0.384 -0.948 0.867
4 N 0.516 -0.912 2.295
5 C 0.135 0.588 -1.798
6 N 0.652 1.775 -0.620
7 H -1.121 -1.084 -1.572
8 H -1.933 0.523 -1.037
9 H -1.246 0.330 0.947
10 H 0.443 -1.951 0.413
11 H 1.249 -0.418 0.426
12 H 0.399 -1.830 2.687
13 H 1.287 -0.404 2.680
14 H -0.307 0.812 -2.801
15 H 0.867 -0.193 -2.072
16 H 1.586 2.041 -0.953
17 H 0.072 1.797 -1.575

Cartesian forces, eV/Å:
2.070 0.250 0.435
-1.205 -0.065 0.399
1.224 0.430 -1.478
-1.142 -0.573 -0.193
-0.572 -4.278 1.019
-0.875 -1.364 -2.760
-0.845 0.113 -0.092
-0.252 -0.390 -0.624
0.432 0.147 0.205
0.062 -0.177 0.536
-0.150 0.041 0.141
0.128 0.119 0.398
0.276 -0.028 -0.173
0.411 0.881 0.482
0.308 0.755 0.642
-0.174 -0.087 -0.259
0.306 4.226 1.322

Let us look at the natural (NBO) charges, expressed in e, one per atom: C -0.206; N -0.642; C -0.042; N -0.851; C -0.402; N -0.803; H 0.180; H 0.206; H 0.380; H 0.149; H 0.157; H 0.367; H 0.375; H 0.217; H 0.222; H 0.330; H 0.363


Below is 2 unconnected molecules or ions with the total composition C3H11N3 in a non-equilibrium geometry, with properties calculated with wB97M-V/def2-TZVPD.

Calculated values
Total charge: +1
Largest force on an atom (eV/A): 5.7
LUMO level (alpha / beta) (Eh): -0.1416 / -0.3455
Energy above the lowest of the compared OMol25 structures with the same formula, charge and spin (kcal per mole): 75.34
Spin multiplicity: 2
⟨S²⟩: 0.75
HOMO-LUMO gap (alpha / beta) (eV): 9.5 / 3.9

Positions of all 17 atoms, in Å:
1 C -2.029 1.371 -1.237
2 C -2.097 0.817 1.001
3 N -1.755 1.759 0.179
4 H -1.163 1.472 -1.843
5 H -2.458 0.456 -1.327
6 H -2.630 2.131 -1.655
7 H -2.180 1.003 2.079
8 H -2.423 -0.214 0.742
9 N 1.911 -0.060 -0.500
10 C 1.398 -1.037 0.607
11 N 2.067 -2.359 0.513
12 H 2.822 0.264 -0.168
13 H 1.288 0.748 -0.722
14 H 0.302 -1.243 0.344
15 H 1.561 -0.430 1.499
16 H 3.087 -2.132 0.917
17 H 2.299 -2.545 -0.428

Cartesian forces, eV/Å:
1.653 2.671 1.577
0.123 1.070 -0.244
-1.006 -2.463 0.393
1.256 -0.212 -0.447
-1.311 -2.801 -0.336
-1.151 0.774 -0.282
0.556 0.238 -0.284
-0.004 0.615 -0.425
-0.960 0.455 3.790
-1.789 -1.296 -3.804
3.420 3.402 3.002
0.531 -0.143 -1.134
0.194 -0.870 -0.688
1.396 0.806 0.807
-0.043 -0.346 0.356
-2.610 -1.345 -0.661
-0.255 -0.556 -1.620

Let us look at the natural (NBO) charges, expressed in e, one per atom: C -0.448; C -0.092; N -0.379; H 0.180; H 0.181; H 0.231; H 0.188; H 0.145; N -0.272; C -0.107; N -0.718; H 0.399; H 0.430; H 0.245; H 0.269; H 0.369; H 0.379


Below is a molecular structure, C3H11N3O in a non-equilibrium geometry, with properties calculated with wB97M-V/def2-TZVPD.

Calculated values
Total charge: -1
Largest force on an atom (eV/A): 3.0
LUMO level (alpha / beta) (Eh): 0.1614 / 0.1606
Energy above the lowest of the compared OMol25 structures with the same formula, charge and spin (kcal per mole): 43.41
Spin multiplicity: 2
⟨S²⟩: 0.75
HOMO-LUMO gap (alpha / beta) (eV): 4.7 / 8.2

Positions of all 18 atoms, in Å:
1 C -1.886 -1.613 0.268
2 N -0.681 -0.779 0.496
3 C -0.941 0.147 1.502
4 N -0.124 1.298 1.817
5 H -1.535 -2.514 -0.234
6 H -2.597 -1.141 -0.399
7 H -2.407 -1.929 1.188
8 H -0.484 -0.381 -0.821
9 H -1.712 -0.017 2.283
10 H 0.613 1.271 1.026
11 H 0.424 0.978 2.614
12 N 2.001 0.512 -0.449
13 C 1.135 0.840 -1.611
14 O 0.322 -0.306 -1.789
15 H 2.968 0.549 -0.760
16 H 1.692 -0.483 -0.465
17 H 0.451 1.650 -1.344
18 H 1.723 1.083 -2.515

Cartesian forces, eV/Å:
1.321 -0.244 0.390
-1.659 0.491 -0.197
-1.390 0.375 0.249
1.662 -1.305 -2.111
-0.133 -0.248 -0.092
-0.520 0.341 -0.145
0.135 0.174 -0.060
2.159 -0.170 0.649
0.340 -0.320 -0.567
-1.122 0.416 1.514
0.345 0.396 0.275
-0.025 -0.430 -0.734
-1.545 -1.169 0.414
-0.565 0.829 -0.661
0.053 -0.150 0.173
0.810 0.441 0.873
0.331 0.578 -0.111
-0.198 -0.005 0.141

Let us look at the natural (NBO) charges, expressed in e, one per atom: C -0.415; N -0.738; C -0.002; N -0.885; H 0.174; H 0.151; H 0.153; H 0.475; H 0.103; H 0.386; H 0.323; N -0.912; C 0.091; O -0.876; H 0.330; H 0.403; H 0.127; H 0.115


Below is a single C3H11N3O molecule in a non-equilibrium geometry, with properties calculated with wB97M-V/def2-TZVPD.

Calculated values
Total charge: 0
Largest force on an atom (eV/A): 2.7
LUMO level (Eh): 0.0359
Energy above the lowest of the compared OMol25 structures with the same formula, charge and spin (kcal per mole): 65.97
HOMO-LUMO gap (eV): 9.6
SMILES string: CN[C@@H](N)N(C)O

Positions of all 18 atoms, in Å:
1 C 2.467 -0.334 -0.468
2 N 1.234 0.282 -0.004
3 C 0.104 -0.564 -0.157
4 N -0.059 -1.390 0.984
5 N -1.050 0.518 -0.433
6 C -1.595 1.242 0.696
7 O -2.126 -0.159 -1.112
8 H 3.280 0.379 -0.340
9 H 2.633 -1.235 0.120
10 H 2.417 -0.617 -1.528
11 H 1.017 1.129 -0.554
12 H 0.115 -1.217 -1.049
13 H -0.958 -1.857 0.960
14 H 0.015 -0.852 1.839
15 H -0.752 1.605 1.283
16 H -2.236 0.609 1.323
17 H -2.190 2.084 0.334
18 H -2.315 0.377 -1.895

Cartesian forces, eV/Å:
-0.105 0.057 0.014
0.331 0.974 -0.514
-2.218 1.590 -0.161
-0.223 -0.229 0.291
1.033 -1.189 -1.109
0.040 -0.652 0.100
0.037 0.009 0.451
0.135 -0.182 0.092
0.258 0.051 0.006
0.044 -0.044 -0.011
0.371 -0.709 0.416
-0.215 0.448 0.055
0.071 -0.164 0.016
0.029 0.035 -0.059
-0.025 0.110 0.057
0.015 0.032 0.092
0.137 -0.077 0.036
0.286 -0.058 0.226

Let us look at the natural (NBO) charges, expressed in e, one per atom: C -0.413; N -0.648; C 0.258; N -0.840; N -0.205; C -0.446; O -0.617; H 0.202; H 0.206; H 0.164; H 0.379; H 0.166; H 0.369; H 0.366; H 0.213; H 0.174; H 0.203; H 0.469